Entry 1:
Computed, not measured: a 2-piece molecular cluster, C4H7ClS overall in a non-equilibrium geometry, with ωB97M-V with the def2-TZVPD basis set.

```
13
Properties=species:S:1:pos:R:3:nbo_charge:R:1
C -0.101 -0.200 -1.179 -0.469
C 0.405 0.836 -0.289 -0.293
C -0.785 0.008 0.123 -0.141
C -0.484 -0.969 1.173 -0.624
S 2.041 0.813 0.362 0.031
Cl -2.338 0.644 0.027 0.038
H -0.738 -0.016 -2.033 0.246
H 0.562 -1.063 -1.335 0.229
H 0.093 2.444 -0.465 0.171
H -0.767 -0.514 2.269 0.212
H 0.627 -0.966 1.189 0.238
H -1.132 -1.868 1.010 0.231
H 2.616 0.851 -0.852 0.131
```

## Properties
Total energy   -1014.849087 hartree
ΔE to the lowest compared entry with this formula, charge and spin   75.2 kcal/mol
Kohn-Sham gap   9.53 eV
Maximum force   0.1212 Eh/bohr

---

Entry 2:
Computed, not measured: a 2-piece molecular cluster, C5H12O overall, with ωB97M-V with the def2-TZVPD basis set.

```
18
Properties=species:S:1:pos:R:3:nbo_charge:R:1
C 2.043 -0.583 -0.151 -0.312
O 1.167 -0.044 0.692 -0.346
C -0.086 -0.306 0.805 0.359
C -0.143 1.285 -1.605 -0.868
C -0.680 -1.454 0.078 -0.707
C -0.881 0.578 1.700 -0.666
H 0.683 0.593 -1.379 0.223
H 1.864 -1.585 -0.509 0.159
H 3.041 -0.205 -0.007 0.177
H 0.024 1.651 -2.618 0.213
H -1.117 0.789 -1.552 0.200
H -0.120 2.121 -0.899 0.208
H -0.238 -1.554 -0.922 0.232
H -0.508 -2.402 0.607 0.228
H -1.761 -1.317 -0.031 0.229
H -1.354 0.009 2.511 0.218
H -0.247 1.352 2.141 0.234
H -1.687 1.071 1.139 0.219
```

## Properties
Total energy   -272.817335 hartree
ΔE to the lowest compared entry with this formula, charge and spin   82.4 kcal/mol
Kohn-Sham gap (alpha / beta)   8.00 / 7.66 eV
Maximum force   0.0101 Eh/bohr

---

Entry 3:
Computed, not measured: C15H26NO2PTi as an isolated structure in a non-equilibrium geometry, with ωB97M-V with the def2-TZVPD basis set.

```
46
Properties=species:S:1:pos:R:3:nbo_charge:R:1
C 1.972 -4.489 1.106 -0.211
C 2.065 -3.992 -0.188 -0.222
C 1.371 -2.835 -0.555 -0.058
C 0.623 -2.156 0.410 -0.390
C 0.497 -2.667 1.710 -0.044
C 1.212 -3.815 2.072 -0.214
C 1.481 -2.357 -1.967 -0.449
C 0.320 -1.503 -2.527 -0.134
N -0.805 -2.285 -2.928 -0.458
Ti -0.044 -0.191 -0.136 0.845
C -0.399 -1.953 2.682 -0.717
P -1.524 -0.855 1.688 0.977
H 2.672 -4.496 -0.947 0.200
H 1.158 -4.165 3.105 0.204
H 2.492 -5.403 1.375 0.209
H 0.158 -1.299 3.373 0.248
H -1.022 -2.643 3.269 0.222
H 2.405 -1.761 -2.098 0.225
H 1.614 -3.237 -2.620 0.229
H -0.029 -0.605 -1.909 0.075
C -2.276 0.209 2.935 -0.958
C -2.810 -2.076 1.287 -0.953
H 0.688 -1.044 -3.462 0.215
C -1.350 -3.340 -2.136 -0.398
C -1.685 -1.722 -3.908 -0.392
H -1.642 0.546 -0.236 0.051
H -1.982 -3.954 -2.796 0.196
H -0.565 -3.973 -1.702 0.217
H -1.993 -2.997 -1.302 0.165
H -2.236 -2.537 -4.398 0.200
H -2.424 -1.015 -3.483 0.162
H -1.093 -1.175 -4.660 0.195
H -3.302 -2.417 2.208 0.226
H -3.548 -1.599 0.629 0.232
H -2.396 -2.950 0.766 0.255
H -2.641 -0.373 3.791 0.232
H -1.535 0.940 3.280 0.254
H -3.111 0.748 2.475 0.237
H -1.394 0.443 -1.085 -0.012
C 2.469 3.075 0.609 -0.724
C 2.049 1.711 1.104 0.810
O 2.454 1.202 2.131 -0.601
O 1.167 1.123 0.271 -0.835
H 1.873 3.835 1.129 0.234
H 2.325 3.159 -0.472 0.222
H 3.516 3.238 0.877 0.233
```

## Properties
2S+1   3
Total energy   -1983.131268 hartree
Kohn-Sham gap (alpha / beta)   6.49 / 8.37 eV
Maximum force   0.0480 Eh/bohr

---

Entry 4:
Computed, not measured: C49H54EuN4O2P2S as an isolated structure in a non-equilibrium geometry, with ωB97M-V with the def2-TZVPD basis set.

```
113
Properties=species:S:1:pos:R:3:lowdin_spin:R:1
Eu 1.412 -0.229 1.094 6.054
C 0.331 -1.148 4.012 0.000
N 1.527 -1.619 3.316 -0.007
C 1.475 -3.103 3.227 0.000
C 0.405 -3.628 2.312 0.000
C 0.991 -3.863 0.934 0.000
N 1.815 -2.780 0.379 -0.004
C 2.633 -3.167 -0.566 0.001
C 3.454 -2.271 -1.395 0.000
C 4.460 -2.817 -2.161 0.000
C 5.201 -2.071 -3.051 0.000
C 4.957 -0.737 -3.139 0.000
C 3.924 -0.117 -2.412 -0.001
C 3.154 -0.900 -1.563 0.000
O 2.179 -0.356 -0.889 -0.012
C 2.674 -1.190 4.194 0.000
C 4.048 -1.717 3.725 0.000
C 4.399 -1.491 2.292 0.000
N 3.825 -0.206 1.873 -0.007
C 4.597 0.799 2.072 0.001
C 4.170 2.242 2.096 0.000
C 5.229 3.214 2.271 0.000
C 4.860 4.543 2.469 0.000
C 3.522 4.907 2.535 0.000
C 2.478 3.964 2.406 -0.001
C 2.790 2.603 2.193 0.000
O 1.804 1.738 1.983 -0.014
H 0.156 -1.736 4.894 0.000
H -0.576 -1.149 3.383 0.000
H 0.459 -0.120 4.333 0.000
H 1.340 -3.526 4.223 0.000
H 2.410 -3.508 2.888 0.000
H -0.458 -2.968 2.269 0.000
H 0.013 -4.604 2.703 0.000
H 0.159 -4.035 0.215 0.000
H 1.584 -4.773 0.871 0.000
H 2.739 -4.207 -0.856 0.000
H 4.616 -3.902 -2.078 0.000
H 5.934 -2.547 -3.664 0.000
H 5.515 -0.192 -3.896 0.000
H 3.693 0.893 -2.544 0.000
H 2.506 -1.558 5.214 0.000
H 2.640 -0.110 4.241 0.000
H 4.157 -2.788 3.964 0.000
H 4.823 -1.298 4.279 0.000
H 4.040 -2.304 1.673 0.000
H 5.514 -1.422 2.151 0.000
H 5.636 0.634 2.334 0.000
H 6.215 2.859 2.170 0.000
H 5.630 5.220 2.630 0.000
H 3.303 5.951 2.789 0.000
H 1.429 4.266 2.511 0.000
C -3.986 2.837 -5.125 0.000
S -5.068 1.816 -4.044 0.000
C -4.106 0.256 -3.876 0.000
C -2.833 0.385 -2.978 0.000
C -3.173 0.422 -1.466 0.000
N -2.077 0.331 -0.473 -0.001
P -1.519 -1.221 -0.002 -0.003
C -2.941 -1.868 0.961 0.000
C -4.029 -1.043 1.224 0.000
C -5.125 -1.631 1.852 0.000
C -5.187 -2.982 2.089 0.000
C -4.135 -3.831 1.760 0.000
C -2.985 -3.218 1.219 0.000
C -1.612 -2.222 -1.540 0.000
C -2.760 -2.767 -2.048 0.000
C -2.792 -3.340 -3.318 0.000
C -1.676 -3.331 -4.083 0.000
C -0.484 -2.756 -3.609 0.000
C -0.467 -2.169 -2.383 0.000
P -1.076 1.603 0.061 -0.004
C -0.804 2.567 -1.464 0.000
C 0.223 2.080 -2.262 0.000
C 0.499 2.634 -3.498 0.000
C -0.262 3.694 -3.976 0.000
C -1.327 4.180 -3.195 0.000
C -1.538 3.654 -1.930 0.000
C -1.916 2.799 1.150 0.000
C -3.048 2.485 1.869 0.000
C -3.718 3.412 2.657 0.000
C -3.206 4.675 2.665 0.000
C -2.033 5.025 2.000 0.000
C -1.403 4.112 1.221 0.000
H -4.450 3.840 -5.184 0.000
H -3.887 2.451 -6.095 0.000
H -3.002 2.959 -4.655 0.000
H -3.775 0.000 -4.872 0.000
H -4.800 -0.515 -3.437 0.000
H -2.248 1.246 -3.304 0.000
H -2.218 -0.501 -3.140 0.000
H -3.836 -0.428 -1.235 0.000
H -3.783 1.285 -1.176 0.000
H -4.089 -0.024 0.871 0.000
H -5.983 -1.039 2.159 0.000
H -6.066 -3.398 2.548 0.000
H -4.179 -4.887 1.864 0.000
H -2.153 -3.825 0.951 0.000
H -3.645 -2.798 -1.435 0.000
H -3.728 -3.770 -3.597 0.000
H -1.757 -3.664 -5.132 0.000
H 0.343 -2.714 -4.283 0.000
H 0.479 -1.714 -1.956 0.000
H 0.803 1.195 -1.961 0.000
H 1.324 2.269 -4.070 0.000
H -0.089 4.186 -4.906 0.000
H -1.933 4.965 -3.588 0.000
H -2.412 4.075 -1.390 0.000
H -3.476 1.514 1.815 0.000
H -4.668 3.134 3.097 0.000
H -3.631 5.470 3.243 0.000
H -1.771 6.073 2.002 0.000
H -0.596 4.350 0.503 0.000
```

## Properties
2S+1   7
Total energy   -4060.212124 hartree
Total charge   +1
Kohn-Sham gap (alpha / beta)   7.19 / 8.03 eV
Maximum force   0.0707 Eh/bohr

---

Entry 5:
Computed, not measured: a 2-piece molecular cluster, C3H11NOS2 overall in a non-equilibrium geometry, with ωB97M-V with the def2-TZVPD basis set.

```
18
Properties=species:S:1:pos:R:3:nbo_charge:R:1
N -0.707 -1.398 -1.090 -0.882
C 0.701 -1.640 -1.021 -0.053
C 0.931 -3.079 -0.525 -0.609
C 1.374 -0.676 0.020 -0.551
S 0.752 1.023 0.105 -0.272
S -0.119 1.019 2.290 -0.594
H -1.093 -0.559 -0.708 0.399
H -1.167 -1.708 -1.914 0.349
H 1.230 -1.534 -1.976 0.146
H 0.378 -3.175 0.402 0.210
H 0.522 -3.791 -1.255 0.183
H 1.976 -3.358 -0.358 0.188
H 1.276 -1.181 0.991 0.201
H 2.414 -0.607 -0.272 0.195
H -1.356 0.557 2.049 0.089
H -2.726 6.039 1.217 0.471
H -1.877 7.236 1.328 0.462
O -2.511 6.831 0.716 -0.933
```

## Properties
2S+1   2
Total energy   -1047.263502 hartree
ΔE to the lowest compared entry with this formula, charge and spin   4.3 kcal/mol
Total charge   -1
Kohn-Sham gap (alpha / beta)   4.04 / 6.78 eV
Maximum force   0.0377 Eh/bohr